No. 1
Molecular formula: C5H8O2
Method: DFT, ωB97M-V/def2-TZVPD

XYZ file:
```
15
C5H8O2, DFT ωB97M-V/def2-TZVPD
C -0.583 0.106 -1.479
C -0.383 0.408 -0.017
O -0.400 1.745 0.332
C -0.995 -0.491 0.975
C 0.506 -0.482 1.026
O 1.236 -1.580 0.588
C 1.791 -0.625 -0.280
H -0.453 -0.959 -1.679
H -1.603 0.409 -1.750
H 0.142 0.642 -2.097
H 0.222 2.205 -0.250
H -1.474 -0.040 1.839
H -1.459 -1.397 0.595
H 0.946 0.103 1.831
H 2.508 -0.044 0.367
```

Results
E_HOMO = -8.230 eV
total charge = 0
energy relative to the best compared isomer or geometry (same formula, charge and spin) = 545.85 kJ/mol
Kohn-Sham gap = 9.1 eV
E_tot = -9404.175 eV

Löwdin atomic charge list, values in e, 4 entries: -0.04, -0.50, 0.04, 0.00

---

No. 2
Molecular formula: C5H8O2
Method: DFT, ωB97M-V/def2-TZVPD

XYZ file:
```
15
C5H8O2, DFT ωB97M-V/def2-TZVPD
C 0.719 -0.276 -1.641
C 0.440 -0.967 -0.338
O 0.402 -2.316 -0.559
C 0.229 -0.452 0.883
C -0.005 0.997 1.256
C -1.275 1.437 0.556
O -2.324 1.637 1.120
H 1.604 -0.731 -2.100
H -0.119 -0.450 -2.326
H 0.886 0.800 -1.548
H -0.036 -2.729 0.196
H 0.068 -1.161 1.697
H -0.215 1.053 2.327
H 0.836 1.669 1.028
H -1.209 1.489 -0.552
```

Results
E_HOMO = -8.871 eV
total charge = 0
energy relative to the best compared isomer or geometry (same formula, charge and spin) = 113.27 kJ/mol
Kohn-Sham gap = 9.6 eV
E_tot = -9408.658 eV

Löwdin atomic charge list, values in e, 4 entries: -0.02, -0.39, 0.03, -0.07

---

No. 3
Molecular formula: C5H8O2
Method: DFT, ωB97M-V/def2-TZVPD

XYZ file:
```
15
C5H8O2, DFT ωB97M-V/def2-TZVPD
C -1.646 -0.503 -0.498
C -1.368 -1.264 0.508
C -1.745 0.142 0.852
H -1.718 -0.340 -1.562
H -1.032 -2.206 0.911
H -0.965 0.839 1.187
H -2.726 0.357 1.288
C 0.900 1.823 -0.527
O 0.732 1.093 -1.475
H 0.270 2.713 -0.351
H 1.692 1.630 0.220
C 1.896 -1.079 -0.146
O 1.595 -0.899 1.010
H 1.216 -1.569 -0.865
H 2.876 -0.755 -0.546
```

Results
E_HOMO = -9.300 eV
total charge = 0
energy relative to the best compared isomer or geometry (same formula, charge and spin) = 458.26 kJ/mol
Kohn-Sham gap = 9.9 eV
E_tot = -9405.083 eV

Löwdin atomic charge list, values in e, 4 entries: -0.08, -0.08, -0.16, 0.09

---

No. 4
Molecular formula: C5H8O2
Method: DFT, ωB97M-V/def2-TZVPD

XYZ file:
```
15
C5H8O2, DFT ωB97M-V/def2-TZVPD
C 1.085 -1.059 1.282
C -0.040 -0.092 0.847
O -0.222 1.444 0.887
C -0.905 1.389 -0.359
C 0.132 1.148 -1.383
C -0.368 -0.036 -0.609
O -0.621 -1.169 -1.360
H 1.685 -1.419 0.436
H 1.743 -0.642 2.041
H 0.627 -1.962 1.729
H -0.898 -0.287 1.486
H -1.907 1.800 -0.473
H -0.257 1.074 -2.396
H 1.117 1.588 -1.274
H -1.171 -1.776 -0.854
```

Results
E_HOMO = -8.940 eV
total charge = 0
energy relative to the best compared isomer or geometry (same formula, charge and spin) = 330.83 kJ/mol
Kohn-Sham gap = 9.7 eV
E_tot = -9406.403 eV

Löwdin atomic charge list, values in e, 4 entries: -0.02, -0.21, -0.06, -0.21

---

No. 5
Molecular formula: C5H8O2
Method: DFT, ωB97M-V/def2-TZVPD

XYZ file:
```
15
C5H8O2, DFT ωB97M-V/def2-TZVPD
C -1.704 -0.129 -0.439
C -0.598 0.743 0.104
O -0.200 0.818 1.493
C 1.154 0.511 1.123
C 1.163 -0.918 0.676
C 0.739 0.164 -0.282
O 1.090 0.241 -1.615
H -1.310 -0.506 -1.438
H -1.854 -1.038 0.146
H -2.636 0.370 -0.700
H -0.674 1.774 -0.264
H 1.956 1.062 1.605
H 2.149 -1.307 0.427
H 0.474 -1.618 1.148
H 0.260 -0.121 -2.039
```

Results
E_HOMO = -9.553 eV
total charge = 0
energy relative to the best compared isomer or geometry (same formula, charge and spin) = 309.00 kJ/mol
Kohn-Sham gap = 10.4 eV
E_tot = -9406.630 eV

Löwdin atomic charge list, values in e, 4 entries: -0.01, -0.30, -0.03, -0.17

---

No. 6
Molecular formula: C5H8O2
Method: DFT, ωB97M-V/def2-TZVPD

XYZ file:
```
15
C5H8O2, DFT ωB97M-V/def2-TZVPD
C -2.346 -0.055 -0.548
C -0.996 -0.412 0.080
C 0.192 0.335 -0.588
C 1.506 0.055 0.216
O 1.300 -0.187 1.400
C 3.059 0.096 0.653
O 3.643 1.097 0.960
H -2.576 1.010 -0.428
H -3.162 -0.618 -0.079
H -2.366 -0.286 -1.619
H -0.841 -1.497 0.010
H -1.016 -0.179 1.149
H 0.187 0.149 -1.669
H 0.018 1.414 -0.465
H 3.399 -0.922 0.929
```

Results
E_HOMO = -9.396 eV
total charge = 0
energy relative to the best compared isomer or geometry (same formula, charge and spin) = 237.80 kJ/mol
Kohn-Sham gap = 10.0 eV
E_tot = -9407.368 eV

Löwdin atomic charge list, values in e, 4 entries: -0.12, -0.27, -0.11, -0.18

---

No. 7
Molecular formula: C5H8O2
Method: DFT, ωB97M-V/def2-TZVPD

XYZ file:
```
15
C5H8O2, DFT ωB97M-V/def2-TZVPD
O -0.522 -2.269 -0.933
C 0.008 -1.769 0.238
C 1.140 -0.504 -0.296
C 0.004 0.309 0.270
C -0.859 1.332 -0.378
C -0.082 1.641 0.892
O -0.659 -0.750 0.920
H -0.099 -1.698 -1.578
H -0.042 -2.634 0.947
H 1.352 -0.218 -1.365
H 2.102 -0.370 0.211
H -0.555 1.802 -1.309
H -1.925 1.152 -0.273
H 0.774 2.304 0.828
H -0.636 1.671 1.826
```

Results
E_HOMO = -9.464 eV
total charge = 0
energy relative to the best compared isomer or geometry (same formula, charge and spin) = 319.20 kJ/mol
Kohn-Sham gap = 10.4 eV
E_tot = -9406.524 eV

Löwdin atomic charge list, values in e, 4 entries: 0.01, -0.29, 0.05, -0.53

---

No. 8
Molecular formula: C5H8O2
Method: DFT, ωB97M-V/def2-TZVPD

XYZ file:
```
15
C5H8O2, DFT ωB97M-V/def2-TZVPD
C -1.758 -0.230 0.767
C -0.722 0.175 -0.257
O -0.181 1.448 -0.457
C 1.234 1.240 -0.602
C 1.452 -0.276 -0.429
O 0.344 -0.552 0.392
C -1.197 -1.663 0.676
H -1.623 0.359 1.685
H -2.797 -0.207 0.430
H -0.963 -0.289 -1.227
H 1.726 1.785 0.209
H 1.590 1.604 -1.569
H 1.349 -0.854 -1.354
H 2.378 -0.538 0.084
H -0.830 -2.004 1.652
```

Results
E_HOMO = -8.107 eV
total charge = 0
energy relative to the best compared isomer or geometry (same formula, charge and spin) = 532.47 kJ/mol
Kohn-Sham gap = 9.0 eV
E_tot = -9404.313 eV

Löwdin atomic charge list, values in e, 4 entries: -0.18, -0.41, -0.04, -0.12